Run i
Molecular formula: C2H3N3O
Method: DFT, ωB97M-V with the def2-TZVPD basis set

Bonds (Å) are listed after each position.
Geometry (Å):
1 N 1.20185 -1.10480 0.27198  C2 1.364, H7 1.012, H8 1.011
2 C 0.45027 0.03212 0.22449  N1 1.364, C3 1.468, O6 1.223
3 C -0.87425 0.07087 -0.40627  C2 1.468, N4 1.311, H9 1.078
4 N -1.44534 1.24752 -0.31392  C3 1.311, N5 1.129
5 N -1.87163 2.28570 -0.19292  N4 1.129
6 O 0.89933 1.04730 0.73875  C2 1.223
7 H 2.07261 -0.87871 0.73515  N1 1.012
8 H 1.00880 -2.00240 -0.15173  N1 1.011
9 H -1.44163 -0.69758 -0.90554  C3 1.078

**Molar mass**: 85.1 g mol⁻¹
**HOMO level**: -9.06 eV
**Lowest unoccupied orbital energy**: 0.639 eV
**Kohn-Sham gap**: 9.70 eV

=====

Run ii
Molecular formula: C2H3N3O
Method: DFT, ωB97M-V with the def2-TZVPD basis set

Bonds (Å) are listed after each position.
Geometry (Å):
1 O 2.32282 0.03280 0.05314  C2 1.310, H7 0.972
2 C 1.07291 0.04376 0.44530  O1 1.310, N3 1.241
3 N 0.18334 0.90922 0.46810  C2 1.241, N4 1.274
4 N -1.04682 0.91214 0.13626  N3 1.274, H8 1.024
5 C -1.17119 -1.26103 -0.34633  N6 1.172, H9 1.068
6 N -0.05504 -1.61991 -0.35103  C5 1.172
7 H 2.46337 0.65660 -0.67921  O1 0.972
8 H -1.53664 1.57799 0.74110  N4 1.024
9 H -2.23276 -1.25156 -0.46733  C5 1.068

**Molar mass**: 85.1 g mol⁻¹
**HOMO level**: -8.75 eV
**Lowest unoccupied orbital energy**: 0.253 eV
**Kohn-Sham gap**: 9.00 eV

=====

Energetically preferred structure: run i | next structure: +329.4 kJ/mol

=====

Run i
Molecular formula: C3H7N3O2
Method: DFT, ωB97M-V with the def2-TZVPD basis set

Bonds (Å) are listed after each position.
Geometry (Å):
1 C 0.71487 2.25477 -1.41546  N2 1.510, H9 1.179, H10 1.161, H11 1.045
2 N 0.60395 0.91105 -0.73594  C1 1.510, C3 1.373, N5 1.482
3 C 1.56029 0.04305 -0.26931  N2 1.373, O4 1.184, H12 1.106
4 O 1.52286 -1.10341 0.02403  C3 1.184
5 N -0.65455 0.19899 -1.06295  N2 1.482, C6 1.288
6 C -1.13862 -0.45554 -0.06435  N5 1.288, N7 1.588, H13 1.068
7 N -0.78963 -0.33216 1.48034  C6 1.588, O8 1.515, H14 1.199
8 O -1.74878 -1.44601 1.84533  N7 1.515, H15 0.915
9 H 0.20680 1.91948 -2.42546  C1 1.179
10 H 0.00593 3.05677 -0.96488  C1 1.161
11 H 1.71153 2.54293 -1.29309  C1 1.045
12 H 2.59288 0.43837 -0.30141  C3 1.106
13 H -2.16748 -0.74064 -0.05053  C6 1.068
14 H 0.10124 -1.13451 1.47150  N7 1.199
15 H -1.58113 -2.18585 1.33359  O8 0.915

**Molar mass**: 117.1 g mol⁻¹
**HOMO level**: -9.73 eV
**Lowest unoccupied orbital energy**: 0.765 eV
**Kohn-Sham gap**: 10.49 eV
**Structure (SMILES)**: CN(C=O)/N=C\NO

=====

Run ii
Molecular formula: C3H7N3O2
Method: DFT, ωB97M-V with the def2-TZVPD basis set

Bonds (Å) are listed after each position.
Geometry (Å):
1 H 1.03659 2.51398 -0.41747  N2 1.154
2 N 0.14374 1.82450 -0.17206  H1 1.154, C3 1.263
3 C 0.49649 0.61171 -0.14268  N2 1.263, C4 1.588, N7 1.377
4 C 1.96606 0.01752 -0.05323  C3 1.588, O5 1.283, O6 1.330
5 O 3.05216 0.59448 -0.41946  C4 1.283
6 O 1.92264 -1.14528 0.59034  C4 1.330, H10 1.171
7 N -0.48267 -0.31998 0.12027  C3 1.377, C8 1.570, N9 1.490
8 C -1.83132 0.43687 0.39144  N7 1.570, H11 1.335, H12 1.159, H13 1.173
9 N -0.57555 -1.38632 -0.91612  N7 1.490, H14 1.068, H15 1.124
10 H 2.94891 -1.47886 1.04435  O6 1.171
11 H -1.82344 0.84585 1.66259  C8 1.335
12 H -2.17336 1.26100 -0.34802  C8 1.159
13 H -2.47830 -0.53079 0.53559  C8 1.173
14 H -0.81012 -2.19982 -0.26548  N9 1.068
15 H -1.39182 -1.04485 -1.61008  N9 1.124

**Molar mass**: 117.1 g mol⁻¹
**HOMO level**: -9.50 eV
**Lowest unoccupied orbital energy**: 0.307 eV
**Kohn-Sham gap**: 9.81 eV
**Structure (SMILES)**: [H]/N=C(\C(=O)O)N(C)N

=====

Run iii
Molecular formula: C3H7N3O2
Method: DFT, ωB97M-V with the def2-TZVPD basis set

Bonds (Å) are listed after each position.
Geometry (Å):
1 C 1.57514 -1.31451 -0.31357  C2 1.501, H9 1.086, H10 1.089, H11 1.091
2 C 1.13450 -0.09850 -1.07612  C1 1.501, O3 1.199, N4 1.623
3 O 1.76156 0.45086 -1.93807  C2 1.199
4 N -0.48369 0.02058 -1.07867  C2 1.623, N5 1.380, H12 1.022
5 N -0.67401 0.56897 0.17285  N4 1.380, C6 1.447, N7 1.304
6 C -1.94650 0.52074 0.85950  N5 1.447, H13 1.090, H14 1.089, H15 1.090
7 N 0.45374 0.99044 0.67265  N5 1.304, O8 1.223
8 O 0.51518 1.42190 1.81533  N7 1.223
9 H 0.75976 -1.75866 0.24939  C1 1.086
10 H 2.00278 -2.02618 -1.01845  C1 1.089
11 H 2.35964 -1.01997 0.38544  C1 1.091
12 H -0.69715 0.70894 -1.80363  N4 1.022
13 H -1.78142 0.87691 1.87676  C6 1.090
14 H -2.31776 -0.50317 0.85338  C6 1.089
15 H -2.66177 1.16164 0.34320  C6 1.090

**Molar mass**: 117.1 g mol⁻¹
**HOMO level**: -9.54 eV
**Lowest unoccupied orbital energy**: 0.747 eV
**Kohn-Sham gap**: 10.28 eV
**Structure (SMILES)**: CC(=O)NN(C)N=O

=====

Run iv
Molecular formula: C3H7N3O2
Method: DFT, ωB97M-V with the def2-TZVPD basis set

Bonds (Å) are listed after each position.
Geometry (Å):
1 C -0.52710 1.72806 1.26801  C2 1.329, H9 1.076, H10 1.073
2 C -0.71855 0.78099 0.35550  C1 1.329, N3 1.382, C4 1.496
3 N -1.38399 0.95485 -0.84274  C2 1.382, H11 1.003, H12 1.013
4 C -0.30566 -0.63530 0.60615  C2 1.496, O5 1.215, N6 1.373
5 O -0.89270 -1.44226 1.29889  C4 1.215
6 N 0.88770 -0.97496 0.01805  C4 1.373, N7 1.376, O8 1.422
7 N 1.25444 -0.48176 -1.21339  N6 1.376, H13 1.023, H14 1.020
8 O 1.29917 -2.31315 0.26649  N6 1.422, H15 0.975
9 H -0.82999 2.74451 1.08833  C1 1.076
10 H -0.08211 1.50500 2.21887  C1 1.073
11 H -1.13881 0.31895 -1.57805  N3 1.003
12 H -1.46511 1.91733 -1.14942  N3 1.013
13 H 1.05932 -1.16552 -1.94885  N7 1.023
14 H 2.25311 -0.27293 -1.22475  N7 1.020
15 H 0.59028 -2.66380 0.83693  O8 0.975

**Molar mass**: 117.1 g mol⁻¹
**HOMO level**: -8.54 eV
**Lowest unoccupied orbital energy**: 0.664 eV
**Kohn-Sham gap**: 9.20 eV
**Structure (SMILES)**: C=C(N)C(=O)N(N)O

=====

Energetically preferred structure: run iv | next structure: +99.4 kJ/mol

=====

Run i
Molecular formula: C3H7N3O2
Method: DFT, ωB97M-V with the def2-TZVPD basis set

Bonds (Å) are listed after each position.
Geometry (Å):
1 N 1.16071 1.40674 -0.18958  C2 1.471, H9 1.002, H10 1.033
2 C 0.94509 0.43233 0.89049  N1 1.471, C3 1.534, H11 1.103, H12 1.108
3 C -0.55590 0.37132 1.19979  C2 1.534, O4 1.212, N5 1.383
4 O -1.03089 0.82871 2.21614  C3 1.212
5 N -1.36823 -0.15101 0.20917  C3 1.383, N6 1.367, H13 1.010
6 N -0.91221 -0.50025 -1.03158  N5 1.367, C7 1.370, H14 1.031
7 C -0.54160 -1.79669 -1.27149  N6 1.370, O8 1.204, H15 1.099
8 O 0.09415 -2.14641 -2.23287  C7 1.204
9 H 2.08592 1.31735 -0.56300  N1 1.002
10 H 1.10071 2.37226 0.17245  N1 1.033
11 H 1.43622 0.66428 1.85020  C2 1.103
12 H 1.25469 -0.55900 0.50581  C2 1.108
13 H -2.35559 0.03429 0.31256  N5 1.010
14 H -0.40230 0.22665 -1.55587  N6 1.031
15 H -0.91076 -2.50057 -0.51222  C7 1.099

**Molar mass**: 117.1 g mol⁻¹
**HOMO level**: -9.94 eV
**Lowest unoccupied orbital energy**: 0.749 eV
**Kohn-Sham gap**: 10.69 eV
**Structure (SMILES)**: NCC(=O)NNC=O

=====

Run ii
Molecular formula: C3H7N3O2
Method: DFT, ωB97M-V with the def2-TZVPD basis set

Bonds (Å) are listed after each position.
Geometry (Å):
1 C 0.25852 -1.06449 1.68304  C2 1.565, H7 1.092, H8 1.123, H9 1.085
2 C 0.34738 -1.21904 0.12777  C1 1.565, C3 1.618, H10 1.063, H11 1.104
3 C -0.81687 -0.31794 -0.54242  C2 1.618, N4 1.259, H12 1.050
4 N -0.42939 0.36312 -1.52799  C3 1.259, O5 1.200, O6 1.373
5 O 0.65830 0.40217 -2.03221  N4 1.200
6 O -1.30384 1.30541 -2.00899  N4 1.373, H13 1.012
7 H -0.56849 -1.53652 2.21845  C1 1.092
8 H 0.06819 -0.05438 2.13638  C1 1.123
9 H 1.15151 -1.60314 1.98268  C1 1.085
10 H 1.19827 -0.76789 -0.32175  C2 1.063
11 H 0.43475 -2.26384 -0.21788  C2 1.104
12 H -1.78616 -0.24882 -0.14401  C3 1.050
13 H -0.74773 1.75792 -2.72388  O6 1.012
14 N 1.19275 2.49770 1.00512  N15 1.093
15 N 0.34282 2.74972 0.36567  N14 1.093

**Molar mass**: 117.1 g mol⁻¹
**HOMO level**: -9.04 eV
**Lowest unoccupied orbital energy**: 1.042 eV
**Kohn-Sham gap**: 10.09 eV
**Structure (SMILES)**: CC/C=[N+](\[O-])O.N#N

=====

Run iii
Molecular formula: C3H7N3O2
Method: DFT, ωB97M-V with the def2-TZVPD basis set

Bonds (Å) are listed after each position.
Geometry (Å):
1 N 0.70972 -1.54790 -1.17767  N4 1.284, O7 1.321
2 N 1.76243 0.20301 0.11038  C3 1.358, H10 1.016
3 C 0.71046 1.06182 0.10793  N2 1.358, C5 1.500, O8 1.232
4 N -0.54426 -1.40503 -1.41436  N1 1.284, H11 1.021, H12 1.011
5 C -0.34973 0.70253 1.10611  C3 1.500, C6 1.330, H13 1.084
6 C -1.55452 1.26589 1.08089  C5 1.330, H14 1.082, H15 1.083
7 O 0.91379 -2.09807 0.00600  N1 1.321, H9 1.183
8 O 0.55789 1.99159 -0.68583  C3 1.232
9 H 1.54520 -1.19302 0.43139  O7 1.183
10 H 2.48095 0.51020 -0.53950  N2 1.016
11 H -1.22486 -1.43234 -0.65433  N4 1.021
12 H -0.77931 -0.98427 -2.30295  N4 1.011
13 H -0.12755 -0.10910 1.78948  C5 1.084
14 H -2.32739 0.99521 1.78800  C6 1.082
15 H -1.77283 2.03948 0.35446  C6 1.083

**Molar mass**: 117.1 g mol⁻¹
**HOMO level (alpha / beta)**: -8.74 / -8.74 eV
**Lowest unoccupied orbital energy (alpha / beta)**: -1.232 / -1.232 eV
**Kohn-Sham gap (alpha / beta)**: 7.51 / 7.51 eV

=====

Energetically preferred structure: run i | next structure: +273.5 kJ/mol